# 1
Computed, not measured: C42H55BaBrN12O5P2S as an isolated structure in a non-equilibrium geometry, with ωB97M-V with the def2-TZVPD basis set.

Properties
* total energy: -172720.401 eV
* LUMO energy: 0.1 eV
* HOMO: -0.2368 Eh
* energy relative to the best compared isomer or geometry (same formula, charge and spin): 0.0 kJ/mol

Atoms and positions in Å:
Ba (-0.43, 0.00, 0.22)
C (-0.62, -5.61, -0.63)
N (-0.10, -4.50, 0.18)
C (1.33, -4.61, 0.50)
P (-0.83, -3.05, 0.11)
O (0.01, -2.02, 0.79)
O (-1.04, -2.80, -1.49)
P (-1.70, -1.50, -2.22)
O (-1.91, -0.33, -1.31)
N (-0.61, -1.21, -3.38)
C (0.06, -2.26, -4.15)
C (-0.79, 0.04, -4.12)
N (-3.14, -2.00, -2.80)
C (-4.40, -1.33, -2.48)
C (-3.22, -3.10, -3.74)
N (-2.35, -3.05, 0.68)
C (-2.49, -3.01, 2.16)
C (-3.46, -3.76, 0.04)
H (-0.64, -6.53, -0.04)
H (0.01, -5.78, -1.50)
H (-1.63, -5.41, -0.97)
H (1.49, -5.46, 1.16)
H (1.68, -3.71, 0.99)
H (1.92, -4.76, -0.41)
H (0.22, -3.14, -3.54)
H (1.04, -1.89, -4.45)
H (-0.51, -2.54, -5.04)
H (-1.10, 0.84, -3.45)
H (-1.52, -0.06, -4.93)
H (0.18, 0.33, -4.54)
H (-4.26, -0.60, -1.68)
H (-5.13, -2.06, -2.13)
H (-4.80, -0.82, -3.36)
H (-2.28, -3.65, -3.80)
H (-3.47, -2.75, -4.75)
H (-4.00, -3.80, -3.43)
H (-1.70, -2.42, 2.61)
H (-2.47, -4.02, 2.58)
H (-3.45, -2.54, 2.38)
H (-3.34, -3.79, -1.03)
H (-4.37, -3.21, 0.27)
H (-3.55, -4.78, 0.43)
Br (-1.00, -5.57, 5.54)
C (-0.52, -3.81, 5.02)
C (-1.19, -2.73, 5.56)
C (-0.84, -1.44, 5.16)
C (0.15, -1.24, 4.21)
C (0.81, -2.35, 3.67)
C (0.49, -3.63, 4.08)
N (0.49, 0.03, 3.70)
C (0.75, 0.99, 4.46)
C (1.07, 2.34, 3.92)
C (1.37, 3.37, 4.79)
C (1.69, 4.62, 4.27)
C (1.70, 4.77, 2.90)
C (1.37, 3.68, 2.11)
N (1.07, 2.48, 2.59)
H (-1.98, -2.88, 6.29)
H (-1.38, -0.58, 5.56)
H (1.57, -2.16, 2.92)
H (0.99, -4.49, 3.66)
H (0.77, 0.88, 5.55)
H (1.35, 3.20, 5.86)
H (1.93, 5.44, 4.92)
H (1.93, 5.72, 2.44)
H (1.32, 3.77, 1.03)
C (0.72, 5.04, -2.38)
C (1.59, 4.65, -3.38)
C (2.09, 3.36, -3.38)
C (1.75, 2.47, -2.36)
N (0.89, 2.85, -1.39)
C (0.39, 4.10, -1.42)
C (2.27, 1.06, -2.33)
C (3.39, 0.72, -3.10)
C (3.81, -0.61, -3.16)
C (3.11, -1.58, -2.44)
C (2.03, -1.18, -1.64)
C (1.57, 0.14, -1.53)
H (0.30, 6.04, -2.33)
H (1.88, 5.35, -4.16)
H (2.75, 3.04, -4.18)
H (-0.29, 4.36, -0.61)
H (3.96, 1.47, -3.63)
H (4.68, -0.87, -3.74)
H (3.42, -2.62, -2.49)
H (1.54, -1.97, -1.05)
N (4.20, 3.45, 0.28)
C (5.22, 2.57, 0.42)
O (6.37, 2.83, 0.11)
C (4.86, 1.23, 1.01)
C (5.88, 0.45, 1.53)
C (5.58, -0.80, 2.05)
C (4.25, -1.22, 2.01)
N (3.27, -0.49, 1.49)
C (3.58, 0.72, 1.02)
H (4.41, 4.34, -0.16)
H (3.25, 3.23, 0.52)
H (6.89, 0.83, 1.51)
H (6.34, -1.44, 2.47)
H (3.98, -2.19, 2.40)
H (2.75, 1.27, 0.59)
O (-4.31, -0.71, 1.02)
C (-3.34, -0.05, 1.34)
N (-2.37, 0.61, 1.60)
S (-1.64, 5.09, 1.73)
C (-2.63, 4.41, 0.54)
N (-3.26, 3.23, 0.70)
C (-4.05, 2.64, -0.39)
C (-3.40, 2.97, -1.72)
C (-3.40, 4.48, -1.86)
N (-2.86, 5.07, -0.63)
H (-2.89, 2.58, 1.38)
H (-5.07, 3.02, -0.36)
H (-4.09, 1.56, -0.22)
H (-3.94, 2.51, -2.55)
H (-2.38, 2.60, -1.71)
H (-4.42, 4.84, -2.03)
H (-2.78, 4.80, -2.70)
H (-2.39, 5.95, -0.68)

These are the Mulliken partial charges, in e, on atoms 1 to 8:
1. Ba 3.12
2. C -1.05
3. N 0.59
4. C -0.69
5. P -2.13
6. O -0.24
7. O 0.34
8. P -0.57

=====

# 2
Computed, not measured: a single C4H8FNO molecule in a non-equilibrium geometry, with ωB97M-V with the def2-TZVPD basis set.

Properties
* total energy: -10532.196 eV
* LUMO energy: 1.0 eV
* SMILES: C[C@@]1(F)NCCO1
* HOMO: -0.3587 Eh
* energy relative to the best compared isomer or geometry (same formula, charge and spin): 29.7 kJ/mol

Atoms and positions in Å:
C (1.59, -0.05, 0.44)
C (1.18, 1.16, -0.50)
C (-0.70, -0.04, 0.03)
C (-1.85, -0.82, -0.50)
N (0.36, -0.80, 0.65)
O (-0.16, 0.81, -0.98)
F (-1.39, 0.70, 1.21)
H (2.20, -0.63, -0.17)
H (2.10, 0.28, 1.34)
H (1.13, 2.11, 0.02)
H (1.84, 1.35, -1.37)
H (-1.62, -1.13, -1.50)
H (-2.87, -0.26, -0.51)
H (-2.01, -1.70, 0.20)
H (0.19, -0.98, 1.65)

These are the Mulliken partial charges, in e, on atoms 1 to 8:
1. C -0.47
2. C -0.40
3. C 1.16
4. C -1.33
5. N -0.46
6. O -0.42
7. F -0.42
8. H 0.28

=====

# 3
Computed, not measured: an isolated ion of composition C8H11N2O2 and charge +1 in a non-equilibrium geometry, with ωB97M-V with the def2-TZVPD basis set.

Properties
* total energy: -15535.027 eV
* LUMO energy (spin up / spin down): -4.7 / -3.4 eV
* charge: +1
* HOMO (spin up / spin down): -0.3595 / -0.4043 Eh
* energy relative to the best compared isomer or geometry (same formula, charge and spin): 841.8 kJ/mol

Atoms and positions in Å:
C (2.82, -0.73, 0.53)
C (0.49, -1.60, 0.32)
C (3.40, 0.46, 0.19)
C (1.42, -0.61, 0.23)
C (1.24, 0.76, 0.14)
C (-1.40, 0.70, 1.47)
C (-0.95, -1.53, 0.44)
C (-0.87, 0.54, -1.02)
N (0.20, 1.38, -0.69)
N (-1.56, -0.15, 0.18)
O (2.49, 1.44, 0.05)
O (-1.75, 1.92, 1.03)
H (3.32, -1.61, 0.62)
H (1.02, -2.54, 0.33)
H (4.32, 0.94, 0.25)
H (-1.44, -2.11, -0.30)
H (-1.24, -1.84, 1.38)
H (-0.43, -0.23, -1.63)
H (-1.59, 1.12, -1.71)
H (-0.03, 2.25, -0.22)
H (0.63, 1.77, -1.55)
H (-2.61, -0.11, -0.09)
H (-1.81, 2.42, 1.80)

These are the Mulliken partial charges, in e, on atoms 1 to 8:
1. C -1.48
2. C -0.61
3. C -0.29
4. C 1.50
5. C -0.12
6. C -0.58
7. C -0.75
8. C -0.86

=====

# 4
Computed, not measured: a 2-piece molecular cluster, C2H7N4 overall in a non-equilibrium geometry, with ωB97M-V with the def2-TZVPD basis set.

Properties
* total energy: -8135.237 eV
* LUMO energy (spin up / spin down): -4.5 / -4.5 eV
* charge: +1
* HOMO (spin up / spin down): -0.4649 / -0.4649 Eh
* energy relative to the best compared isomer or geometry (same formula, charge and spin): 676.3 kJ/mol

Atoms and positions in Å:
C (0.21, 1.81, -0.07)
C (0.61, -1.37, 0.20)
N (-0.72, 0.97, 0.08)
N (-1.37, -0.01, 0.00)
N (-2.38, -0.64, -0.32)
N (1.54, -0.50, -0.08)
H (0.52, 2.04, -1.03)
H (0.52, 2.42, 0.81)
H (0.51, -1.81, 1.14)
H (0.11, -2.07, -0.49)
H (-3.29, -0.43, 0.03)
H (1.74, -0.29, -1.06)
H (2.00, -0.14, 0.79)

These are the Mulliken partial charges, in e, on atoms 1 to 8:
1. C -0.51
2. C -0.29
3. N 0.28
4. N 0.30
5. N -0.75
6. N -0.27
7. H 0.39
8. H 0.31

=====

# 5
Computed, not measured: a single C12H25N molecule in a non-equilibrium geometry, with ωB97M-V with the def2-TZVPD basis set.

Properties
* total energy: -14336.248 eV
* LUMO energy: 1.0 eV
* SMILES: C1CCCCCCNCCCCC1
* HOMO: -0.3059 Eh
* energy relative to the best compared isomer or geometry (same formula, charge and spin): 336.6 kJ/mol

Atoms and positions in Å:
C (-0.93, 2.67, 0.33)
C (-1.75, 1.64, -0.50)
C (-2.40, 0.57, 0.44)
C (-3.01, -0.80, -0.27)
C (-1.97, -1.91, -0.16)
C (-0.63, -1.64, -0.56)
C (0.25, -2.78, 0.13)
C (2.33, -1.20, 0.60)
C (2.32, -0.21, -0.57)
C (2.73, 1.29, -0.32)
C (1.54, 2.22, -0.43)
C (0.48, 2.14, 0.66)
H (-1.39, 3.03, 1.28)
H (-0.67, 3.60, -0.14)
H (-2.56, 2.06, -1.09)
H (-1.07, 1.18, -1.25)
H (-3.17, 0.89, 1.30)
H (-1.61, 0.30, 1.09)
H (-3.36, -0.61, -1.37)
H (-4.02, -0.99, 0.49)
H (-2.31, -2.81, -0.56)
H (-2.00, -2.15, 0.88)
H (-0.45, -1.54, -1.65)
H (-0.41, -0.73, 0.07)
H (0.10, -3.84, -0.40)
H (-0.12, -3.00, 1.23)
H (2.27, -3.36, 0.52)
H (1.74, -0.82, 1.43)
H (3.46, -1.56, 0.82)
H (1.26, -0.23, -1.05)
H (2.95, -0.71, -1.30)
H (3.45, 1.67, -1.18)
H (3.25, 1.24, 0.68)
H (0.96, 1.87, -1.38)
H (1.72, 3.29, -0.55)
H (0.42, 1.09, 0.97)
H (0.85, 2.64, 1.58)
N (1.81, -2.49, 0.19)

These are the Mulliken partial charges, in e, on atoms 1 to 8:
1. C -1.01
2. C -0.22
3. C -1.06
4. C -0.49
5. C -1.47
6. C 1.05
7. C -0.79
8. C -0.55

=====

# 6
Computed, not measured: a single C5H11NO molecule in a non-equilibrium geometry, with ωB97M-V with the def2-TZVPD basis set.

Properties
* total energy: -8899.526 eV
* LUMO energy: 1.1 eV
* SMILES: C=CCCNCO
* HOMO: -0.3305 Eh
* energy relative to the best compared isomer or geometry (same formula, charge and spin): 209.5 kJ/mol

Atoms and positions in Å:
C (0.00, -0.56, -1.25)
C (-0.74, -0.74, 0.10)
C (-1.69, 0.38, 0.44)
C (-2.48, 0.45, 1.51)
N (1.46, -0.53, -1.17)
C (2.08, 0.61, -0.54)
O (2.25, 0.50, 0.89)
H (-0.28, 0.38, -1.73)
H (-0.22, -1.43, -1.84)
H (-1.18, -1.73, 0.16)
H (0.07, -0.76, 0.83)
H (-1.59, 1.21, -0.24)
H (-3.00, 1.32, 1.84)
H (-2.56, -0.40, 2.17)
H (1.89, -1.39, -0.88)
H (3.10, 0.61, -0.88)
H (1.50, 1.51, -0.74)
H (1.39, 0.56, 1.34)

These are the Mulliken partial charges, in e, on atoms 1 to 8:
1. C -0.76
2. C -0.35
3. C -0.04
4. C -0.79
5. N -0.35
6. C -0.34
7. O -0.55
8. H 0.38

=====

# 7
Computed, not measured: C30H24BrN2ReSbSe4Si as an isolated structure in a non-equilibrium geometry, with ωB97M-V with the def2-TZVPD basis set.

Properties
* total energy: -382426.606 eV
* LUMO energy: -10.7 eV
* charge: +3
* HOMO: -0.5859 Eh
* energy relative to the best compared isomer or geometry (same formula, charge and spin): 170.3 kJ/mol

Atoms and positions in Å:
Re (-2.37, 1.78, 0.02)
Br (3.40, 3.59, 4.46)
C (2.17, 3.40, 3.06)
C (2.26, 4.22, 1.93)
C (1.39, 4.05, 0.88)
C (0.40, 3.06, 0.93)
C (0.29, 2.28, 2.09)
C (1.17, 2.44, 3.14)
N (-0.47, 2.78, -0.15)
C (-0.25, 3.21, -1.35)
C (-1.11, 2.75, -2.43)
C (-0.87, 3.04, -3.76)
C (-1.70, 2.49, -4.72)
C (-2.74, 1.66, -4.32)
C (-2.94, 1.43, -2.97)
N (-2.14, 1.96, -2.04)
H (3.02, 4.98, 1.88)
H (1.47, 4.72, 0.03)
H (-0.48, 1.52, 2.15)
H (1.09, 1.82, 4.02)
H (0.59, 3.86, -1.59)
H (-0.05, 3.69, -4.03)
H (-1.55, 2.70, -5.77)
H (-3.41, 1.20, -5.04)
H (-3.76, 0.82, -2.61)
Se (-7.00, 0.84, 0.61)
Sb (-5.33, 0.76, 2.28)
Se (-2.80, -0.34, 0.56)
Se (-3.62, 2.99, 1.42)
Se (-4.38, 0.29, 4.39)
C (4.44, 0.66, 0.70)
C (3.60, 0.91, -0.38)
C (2.43, 0.19, -0.53)
C (2.08, -0.79, 0.41)
C (2.91, -1.00, 1.52)
C (4.09, -0.28, 1.66)
Si (0.70, -1.98, 0.17)
C (0.29, -2.57, -1.51)
C (1.26, -2.52, -2.53)
C (1.02, -3.14, -3.75)
C (-0.19, -3.80, -3.97)
C (-1.16, -3.83, -2.97)
C (-0.93, -3.23, -1.75)
C (-0.14, -2.68, 1.65)
C (-0.65, -1.85, 2.66)
C (-1.24, -2.40, 3.78)
C (-1.32, -3.78, 3.92)
C (-0.81, -4.62, 2.93)
C (-0.24, -4.07, 1.79)
H (5.38, 1.19, 0.78)
H (3.88, 1.65, -1.11)
H (1.79, 0.37, -1.39)
H (2.64, -1.73, 2.28)
H (4.74, -0.47, 2.50)
H (2.20, -2.01, -2.37)
H (1.77, -3.12, -4.52)
H (-0.36, -4.31, -4.91)
H (-2.10, -4.34, -3.15)
H (-1.68, -3.28, -0.97)
H (-0.54, -0.78, 2.57)
H (-1.64, -1.76, 4.55)
H (-1.77, -4.21, 4.81)
H (-0.86, -5.69, 3.05)
H (0.14, -4.73, 1.02)

These are the Mulliken partial charges, in e, on atoms 1 to 8:
1. Re 0.64
2. Br -0.06
3. C -0.17
4. C -0.84
5. C -0.67
6. C 0.61
7. C 0.36
8. C -0.67

=====

# 8
Computed, not measured: a single C3H6N4 molecule in a non-equilibrium geometry, with ωB97M-V with the def2-TZVPD basis set.

Properties
* total energy: -9166.552 eV
* LUMO energy: 0.6 eV
* SMILES: Cc1nnnn1C
* HOMO: -0.3735 Eh
* energy relative to the best compared isomer or geometry (same formula, charge and spin): 222.3 kJ/mol

Atoms and positions in Å:
C (-0.58, 0.66, -0.32)
C (0.72, 1.41, -0.35)
C (0.56, -1.49, 0.47)
N (-1.88, -0.94, 0.28)
N (-1.80, 1.15, -0.31)
N (-2.56, 0.10, -0.04)
N (-0.59, -0.67, 0.04)
H (1.06, 1.51, -1.49)
H (0.70, 2.32, 0.14)
H (1.65, 0.84, 0.00)
H (1.21, -1.39, -0.38)
H (1.00, -1.00, 1.26)
H (0.51, -2.52, 0.70)

These are the Mulliken partial charges, in e, on atoms 1 to 8:
1. C 0.50
2. C -0.94
3. C -0.93
4. N -0.35
5. N -0.34
6. N -0.38
7. N 0.48
8. H 0.24